(1)
88
Properties=species:S:1:pos:R:3:forces:R:3:lowdin_charge:R:1 method="wB97M-V/def2-TZVPD" e_above_lowest_kcal_mol=98.5 e_lumo_ev=2.29 homo_ev=-4.91 total_charge=-1
Al 0.8159 -1.8194 -1.5481 -0.4 0.1 -0.3 -0.068
O -0.2633 -6.0633 -1.6991 -0.1 -0.1 0.1 0.028
C -1.3677 -5.8997 -0.9392 0.1 0.1 0.0 -0.262
C -1.9774 -7.0478 -0.4349 0.0 -0.1 0.0 -0.019
C -3.1024 -6.9497 0.3613 0.0 0.0 0.0 -0.094
C -3.6462 -5.7052 0.6696 0.0 0.0 0.0 -0.101
C -3.0521 -4.5643 0.1645 0.0 0.0 -0.1 -0.030
C -1.9199 -4.6412 -0.6487 0.1 0.0 0.0 -0.075
C -1.3093 -3.4034 -1.1777 0.1 0.1 -0.2 -0.354
O -0.0550 -3.4647 -1.5957 -0.2 -0.1 0.3 -0.025
N -2.0021 -2.3080 -1.2248 0.0 0.1 0.0 0.131
N -1.1623 -1.3109 -1.7120 0.2 -0.3 0.1 0.026
C -1.6929 -0.2426 -2.1610 0.0 0.1 -0.1 -0.041
C -0.9098 0.7958 -2.7938 0.1 0.0 -0.1 -0.159
C -1.5572 1.9377 -3.2835 0.0 -0.1 0.0 -0.074
C -0.8610 2.9361 -3.9277 0.0 0.1 0.0 -0.111
C 0.5161 2.7834 -4.1165 0.0 -0.1 0.0 -0.089
C 1.1737 1.6558 -3.6713 0.0 0.1 -0.1 -0.012
C 0.4844 0.6396 -2.9891 -0.2 -0.1 0.2 -0.286
O 1.1425 -0.4088 -2.5604 0.3 0.2 -0.2 0.036
H 0.1323 -5.1797 -1.8480 0.0 0.1 0.0 0.056
H -1.5365 -8.0076 -0.6766 0.0 0.0 0.0 0.115
H -3.5555 -7.8505 0.7587 0.0 0.0 0.0 0.098
H -4.5241 -5.6299 1.2992 0.0 0.0 0.0 0.094
H -3.4456 -3.5806 0.3869 0.0 0.0 0.0 0.109
H -2.7748 -0.1332 -2.1116 0.0 0.0 0.0 0.134
H -2.6333 2.0114 -3.1561 0.0 0.1 0.1 0.109
H -1.3705 3.8226 -4.2843 0.0 0.0 0.0 0.094
H 1.0753 3.5607 -4.6243 0.0 0.0 0.0 0.101
H 2.2373 1.5238 -3.8266 0.0 0.0 0.0 0.121
Br 2.7426 -5.3856 -0.4052 0.0 0.0 0.0 0.872
C 4.3715 -4.4055 -0.4317 0.0 0.0 0.0 -0.574
C 5.3753 -4.8399 0.4227 0.0 0.0 0.0 -0.139
C 6.6098 -4.2105 0.4084 0.0 0.0 0.0 -0.092
C 6.8495 -3.1756 -0.4851 0.0 0.0 0.0 -0.082
C 5.8461 -2.7672 -1.3467 0.0 0.0 0.0 -0.019
C 4.5828 -3.3548 -1.3182 0.0 0.0 0.0 -0.145
C 3.5495 -2.7889 -2.2713 0.0 0.0 -0.3 -0.540
O 3.8779 -2.5247 -3.4110 -0.1 0.0 0.1 0.093
O 2.3859 -2.6192 -1.7446 0.1 -0.2 0.2 0.037
H 5.1880 -5.6715 1.0880 0.0 0.0 0.0 0.091
H 7.3864 -4.5372 1.0896 0.0 0.0 0.0 0.100
H 7.8181 -2.6921 -0.5097 0.0 0.0 0.0 0.099
H 6.0120 -1.9754 -2.0654 0.0 0.0 0.0 0.120
C -5.3257 5.2238 -0.2439 0.0 0.0 0.0 -0.111
C -5.2171 4.4870 0.9269 0.0 0.0 0.0 -0.101
C -4.0840 3.7161 1.1666 0.1 0.0 0.0 -0.114
C -3.0378 3.6770 0.2501 0.0 -0.1 -0.1 -0.393
C -3.1589 4.4266 -0.9225 0.1 0.0 0.0 -0.133
C -4.2886 5.1937 -1.1699 0.0 0.0 0.0 -0.097
As -1.4854 2.4383 0.4230 -0.3 0.5 0.2 1.377
C -1.3637 2.3214 2.3861 0.5 -0.4 0.2 -0.339
C -2.0820 1.3639 3.0010 -0.1 0.1 -0.1 -0.147
C -1.7567 0.8451 4.3189 0.0 0.0 0.1 -0.088
C -0.5885 1.1340 4.9051 0.1 -0.1 -0.1 -0.060
C 0.3987 1.9965 4.2399 0.1 0.0 -0.2 -0.171
C -0.0829 2.7864 3.0274 -0.1 -0.3 -0.4 -0.224
C -0.1215 3.8158 0.1163 0.0 0.1 0.1 -0.391
C -0.2649 5.1217 0.5881 0.0 0.0 -0.1 -0.127
C 0.7368 6.0602 0.3861 0.0 -0.1 0.0 -0.095
C 1.8980 5.7002 -0.2921 -0.1 0.0 0.0 -0.100
C 2.0468 4.4053 -0.7641 0.0 0.0 0.0 -0.082
C 1.0418 3.4679 -0.5583 -0.1 -0.1 0.0 -0.105
H -6.2098 5.8212 -0.4332 0.0 0.0 0.0 0.093
H -6.0178 4.5120 1.6574 0.0 0.0 0.0 0.096
H -4.0050 3.1506 2.0882 0.0 0.0 0.0 0.081
H -2.3430 4.4209 -1.6392 -0.1 0.0 0.0 0.088
H -4.3624 5.7697 -2.0854 0.0 0.0 0.0 0.097
H -2.9301 0.9229 2.4844 0.1 -0.1 0.0 0.094
H -2.4699 0.1993 4.8177 0.0 0.0 0.0 0.095
H -0.3505 0.7633 5.8946 0.0 0.0 0.0 0.100
H 1.1451 2.4640 4.8685 -0.1 0.1 0.1 0.130
H 0.1972 3.8269 2.9193 0.1 0.0 0.0 0.121
H -1.1656 5.4052 1.1205 0.0 0.0 0.0 0.104
H 0.6137 7.0702 0.7584 0.0 0.0 0.0 0.095
H 2.6843 6.4300 -0.4447 0.0 0.0 0.0 0.094
H 2.9482 4.1198 -1.2929 0.0 0.0 0.0 0.102
H 1.1634 2.4518 -0.9129 0.0 0.0 0.0 0.090
N 1.1453 -2.8146 1.8249 0.0 -0.1 0.0 0.222
C 1.0890 -1.5466 1.3886 0.2 -0.2 0.3 -0.398
O 0.8521 -1.3573 0.1644 -0.1 0.3 -0.1 0.091
C 1.2647 -0.4699 2.3143 0.0 0.1 0.1 -0.200
C 0.8756 0.8175 1.9406 -0.1 -0.1 -0.2 -0.014
N 0.9404 1.7843 2.8759 -0.2 0.3 0.3 -0.021
C 1.7548 -0.7977 3.6197 -0.1 0.0 0.0 -0.240
N 2.1649 -1.0474 4.6718 -0.1 0.0 -0.1 0.128
H 1.0125 -3.5646 1.1667 0.1 0.0 0.0 0.074
H 1.2849 -3.0210 2.7984 0.0 0.0 0.0 0.104

***

(2)
31
Properties=species:S:1:pos:R:3:forces:R:3:lowdin_charge:R:1 method="wB97M-V/def2-TZVPD" e_above_lowest_kcal_mol=27.3 e_lumo_ev=0.73 homo_ev=-8.94 smiles="CC(C)(C)C(=C=N)C#N.C=C(C)C" total_charge=0
C 1.1356 -1.2789 -0.3161 0.4 -0.6 0.2 -0.119
C 1.3835 1.0117 -0.5824 0.4 0.4 0.2 -0.221
C -1.4868 -1.1952 -1.4960 0.1 0.2 -0.1 -0.041
C 0.1497 -0.4966 -3.2723 -0.1 0.1 0.1 -0.038
C -1.0701 1.2365 -1.9347 0.1 -0.1 0.1 -0.045
C 1.3809 1.1319 2.9308 0.1 0.0 0.0 -0.066
C 0.2886 -1.0739 2.6840 0.0 -0.1 0.0 -0.005
C -0.9840 0.9492 2.0590 0.0 -0.1 0.0 -0.063
C 0.7030 -0.1766 -0.8811 -0.6 0.0 -0.3 -0.207
C -0.4386 -0.1557 -1.8980 -0.2 -0.1 -0.2 -0.560
C 0.2451 0.2417 2.5405 -0.1 0.1 0.2 -0.434
N 1.6517 -2.3109 0.0286 0.2 -0.1 -0.4 0.228
N 1.9147 2.0018 -0.3408 0.2 0.3 0.0 0.182
H -1.0649 -2.1972 -1.5252 0.0 -0.2 0.0 0.083
H -2.3339 -1.1579 -2.1786 0.0 0.0 -0.1 0.089
H -1.8498 -0.9983 -0.4899 -0.1 0.0 0.1 0.077
H 0.8705 0.2603 -3.5741 0.1 0.1 -0.1 0.090
H 0.6535 -1.4607 -3.2446 0.0 -0.1 0.0 0.087
H -0.6400 -0.5383 -4.0200 -0.1 0.0 -0.1 0.086
H -1.5030 1.4887 -0.9689 -0.1 0.1 0.1 0.077
H -0.3268 1.9910 -2.1851 0.0 0.1 0.0 0.083
H -1.8590 1.2694 -2.6826 -0.1 0.0 -0.1 0.089
H 2.2714 0.5547 3.1639 0.1 0.0 0.1 0.078
H 1.6123 1.8307 2.1294 0.0 0.1 0.0 0.050
H 1.1040 1.7137 3.8104 0.0 0.1 0.1 0.085
H -0.5522 -1.7015 2.4376 -0.2 -0.1 -0.1 0.062
H 1.4626 -2.7895 0.8966 -0.3 0.2 0.2 0.076
H 1.1620 -1.5711 3.0732 0.2 0.0 0.1 0.059
H -1.3913 1.5660 2.8604 0.0 0.1 0.0 0.086
H -0.7380 1.6110 1.2307 0.0 0.1 -0.1 0.062
H -1.7506 0.2441 1.7457 -0.1 0.0 0.0 0.070

***

(3)
42
Properties=species:S:1:pos:R:3:forces:R:3:mulliken_spin:R:1 method="wB97M-V/def2-TZVPD" multiplicity=5 e_above_lowest_kcal_mol=8.4 e_lumo_ev="-9.66 / -14.39" homo_ev="-17.52 / -17.43" total_charge=+3
I -2.5440 -0.7127 -5.2105 -0.3 0.1 -0.4 1.892
I -2.9793 -1.4795 0.5056 -0.1 0.0 0.1 0.849
Pd -0.7525 -0.1951 -0.2326 0.6 1.2 -1.0 0.046
P 0.0991 -1.9950 -1.4705 0.6 -0.4 1.6 0.004
C -0.9593 -2.5266 -2.8169 -0.5 -0.3 -0.4 0.066
C 1.7360 -1.8433 -2.2065 -0.1 0.3 -0.2 -0.001
H 1.9821 -2.7795 -2.7170 0.0 0.1 0.0 0.000
H 0.5496 -4.2716 -0.9980 -0.1 -0.1 0.4 0.001
H 2.4767 -1.6444 -1.4292 -0.1 0.0 -0.1 0.000
H 0.9170 -3.2310 0.4258 -0.1 -0.1 -0.2 0.000
H -0.9869 -1.6792 -3.5251 0.2 -0.1 -0.1 -0.024
H 1.7343 -1.0063 -2.9131 0.2 -0.2 0.0 0.000
C 0.2063 -3.4335 -0.3808 -0.1 -0.1 -0.3 0.026
H -0.5311 -3.4151 -3.3183 -0.3 0.4 0.1 -0.006
H -0.7839 -3.6207 0.0495 0.3 -0.2 -0.1 -0.003
H -1.9846 -2.7159 -2.4619 0.4 -0.1 -0.1 0.009
P -1.4693 1.9598 0.5692 -0.2 0.2 1.1 0.004
C -3.0037 2.6618 -0.1155 0.2 -0.5 -0.5 0.001
C -1.8289 1.7950 2.3315 0.0 0.1 0.1 0.007
H 0.6067 3.1157 0.9865 -0.2 0.1 -0.1 0.001
H -0.7623 4.2648 0.8006 0.1 -0.5 -0.1 0.000
H -0.0415 3.4572 -0.6425 0.0 0.1 0.4 -0.001
C -0.3061 3.3333 0.4192 0.4 0.0 -0.3 0.001
H -0.9116 1.5469 2.8783 -0.2 0.1 -0.1 0.001
H -2.2397 2.7550 2.6914 0.1 -0.5 0.0 0.000
H -3.2608 3.5469 0.4835 0.0 -0.3 -0.2 0.001
H -3.7971 1.9053 -0.0576 0.0 0.3 0.0 0.000
H -2.5530 0.9798 2.4591 0.1 0.3 0.1 -0.001
H -2.8432 2.9540 -1.1690 -0.2 0.0 0.5 0.000
C -1.1203 0.7356 -1.9458 -1.1 0.4 -0.6 0.034
O -1.6576 1.2856 -2.7890 0.8 -0.5 0.4 0.020
Cl 2.1017 1.3324 -1.0015 0.3 -0.1 0.4 0.015
C 2.1562 0.5880 0.5680 -1.2 -0.3 -0.4 0.142
C 1.0523 -0.0937 1.0397 -0.9 0.6 -2.0 0.086
C 1.1096 -0.6805 2.3009 -0.1 -0.5 1.0 0.214
Cl -0.2414 -1.5464 2.9292 0.8 0.4 -0.3 0.126
C 2.2731 -0.5892 3.1012 1.3 0.2 0.6 0.006
Cl 2.3018 -1.3262 4.6439 0.2 0.3 -0.4 0.017
C 3.4052 0.1061 2.6162 -0.6 -0.9 1.4 0.070
Cl 4.8250 0.2175 3.5587 -0.6 0.0 -0.4 0.040
C 3.3374 0.6983 1.3365 1.6 0.9 -0.7 0.206
Cl 4.6881 1.5463 0.7072 -1.0 -0.7 0.6 0.153

***

(4)
11
Properties=species:S:1:pos:R:3:forces:R:3:lowdin_charge:R:1 method="wB97M-V/def2-TZVPD" e_lumo_ev=0.11 homo_ev=-9.77 total_charge=0
C 1.0202 0.3295 0.3615 -1.7 1.3 2.1 -0.652
N 0.7186 1.1091 -0.7038 -3.0 0.9 -1.6 0.102
N 0.3064 0.1781 1.4083 2.3 -1.6 -0.8 0.159
O 2.2722 -0.1612 0.4016 2.2 -0.8 -2.1 -0.188
O 2.0915 -1.6314 -1.8637 1.5 2.1 1.9 -0.367
P 2.9176 -0.6906 -1.0267 -2.2 -2.2 -1.1 -0.098
Cl 3.5069 0.8844 -2.1618 0.1 0.0 0.4 0.398
Cl 4.6028 -1.4775 -0.3917 0.3 0.1 0.3 0.445
H -0.3356 1.3116 -0.8608 3.0 -0.4 0.3 0.166
H 1.3791 1.5107 -1.3678 -0.4 -0.4 0.5 0.020
H -0.5368 0.6335 1.2602 -2.0 1.2 0.0 0.015

***

M: 895.56; 178.28; 789.73; 176.93 (g/mol)
DFT total energy: -202313.752; -14677.459; -116660.130; -42496.820 (eV)